72
Properties=species:S:1:pos:R:3 method="wB97M-V/def2-TZVPD" energy_ev=-119898.4514 multiplicity=1 homo_lumo_gap_ev=7.52
Ba 0.19 0.19 -0.24
N -1.97 -2.56 -4.06
C -1.08 -2.43 -3.07
N -0.88 -1.16 -2.83
C -1.72 -0.54 -3.69
N -2.41 -1.35 -4.46
C -1.91 0.91 -3.67
C -2.41 1.60 -4.77
N -2.64 2.90 -4.75
C -2.39 3.51 -3.60
C -1.90 2.84 -2.49
N -1.64 1.53 -2.51
H -2.35 -3.40 -4.46
H -0.61 -3.26 -2.57
H -2.62 1.06 -5.69
H -2.56 4.58 -3.54
H -1.70 3.37 -1.57
N -7.05 2.03 1.86
C -5.96 2.72 2.20
S -6.03 4.03 3.19
C -4.66 2.23 1.62
C -3.47 2.88 1.92
C -2.29 2.42 1.38
N -2.22 1.36 0.58
C -3.36 0.73 0.28
C -4.59 1.13 0.77
H -7.93 2.31 2.24
H -7.02 1.21 1.28
H -3.48 3.75 2.57
H -1.35 2.91 1.60
H -3.28 -0.14 -0.37
H -5.45 0.55 0.46
Cl 3.50 3.60 -0.44
Si 1.44 2.90 -1.13
Cl 0.42 4.82 -0.75
Cl 1.80 3.03 -3.27
C 4.53 -1.21 3.83
C 3.11 -1.77 3.71
C 2.25 -1.33 4.89
C 3.13 -3.29 3.57
C 2.51 -1.20 2.49
N 2.06 -0.75 1.54
H 4.99 -1.61 4.73
H 4.52 -0.12 3.90
H 5.14 -1.49 2.97
H 2.68 -1.75 5.81
H 1.23 -1.71 4.79
H 2.21 -0.25 4.98
H 3.63 -3.71 4.45
H 3.68 -3.61 2.68
H 2.12 -3.70 3.52
F -1.16 -1.50 1.20
C -1.19 -2.41 0.09
F 0.20 -2.21 -0.48
C -0.95 -3.74 0.79
F -0.69 -4.69 -0.12
F -2.04 -4.12 1.46
F 0.07 -3.78 1.67
N 1.92 2.83 2.17
C 1.09 2.09 2.51
H 2.58 3.36 1.59
I 6.72 0.36 -1.21
C 4.95 -0.44 -1.94
C 4.94 -1.39 -2.95
C 3.71 -1.87 -3.38
C 2.56 -1.40 -2.78
N 2.57 -0.48 -1.82
C 3.74 -0.02 -1.41
H 5.86 -1.74 -3.39
H 3.65 -2.61 -4.17
H 1.58 -1.75 -3.09
H 3.72 0.74 -0.63

192
Properties=species:S:1:pos:R:3 method="wB97M-V/def2-TZVPD" energy_ev=-91418.6529 multiplicity=1 homo_lumo_gap_ev=8.14 smiles=CC1(C)CCCC(C)(C)N1O.CC1(C)CCCC(C)(C)N1O.COCCNCCOC.COCCNCCOC.COCCNCCOC.COCCNCCOC.CCO.CCO.CCO.CCO
C -12.32 5.94 -7.71
C -12.01 4.47 -7.79
O -10.87 4.35 -7.12
H -12.35 6.22 -6.66
H -13.31 6.05 -8.15
H -11.56 6.61 -8.10
H -11.95 4.05 -8.79
H -12.81 4.00 -7.21
H -10.29 4.26 -7.88
C -5.75 5.81 -12.79
C -5.48 4.64 -11.94
O -5.19 4.98 -10.62
H -5.05 6.61 -12.59
H -6.74 6.21 -12.58
H -5.83 5.61 -13.86
H -4.70 3.98 -12.31
H -6.35 3.99 -12.06
H -5.96 5.42 -10.23
C -2.44 6.70 -9.64
C -1.88 5.50 -10.42
O -2.56 4.34 -9.93
H -1.67 7.36 -9.23
H -2.92 6.38 -8.72
H -3.10 7.40 -10.15
H -0.81 5.38 -10.28
H -2.04 5.60 -11.50
H -3.51 4.42 -10.08
C -10.87 9.34 -4.77
C -10.26 9.28 -6.10
O -9.66 10.54 -6.48
H -11.29 8.41 -4.38
H -11.69 10.06 -4.78
H -10.09 9.48 -4.01
H -11.11 9.05 -6.74
H -9.46 8.54 -6.25
H -8.76 10.33 -6.76
C -4.72 -3.40 -11.74
C -5.61 -2.49 -12.53
C -6.63 -2.10 -11.49
C -7.44 -0.78 -11.82
C -6.46 0.32 -12.12
C -5.44 -0.02 -13.24
N -4.80 -1.30 -12.95
O -3.70 -1.76 -13.75
C -6.04 -0.03 -14.68
C -4.29 1.03 -13.12
C -6.18 -3.14 -13.76
H -4.27 -3.01 -10.83
H -3.78 -3.72 -12.19
H -5.22 -4.30 -11.37
H -7.30 -2.97 -11.47
H -6.20 -2.01 -10.50
H -7.93 -0.56 -10.87
H -8.27 -1.01 -12.49
H -5.97 0.83 -11.29
H -7.09 1.13 -12.46
H -6.19 0.99 -15.04
H -5.23 -0.43 -15.28
H -6.97 -0.61 -14.76
H -4.54 2.07 -13.33
H -3.82 1.09 -12.14
H -3.57 0.91 -13.93
H -5.59 -3.00 -14.66
H -7.19 -2.76 -13.87
H -6.23 -4.23 -13.70
H -2.93 -1.45 -13.27
C -7.12 12.77 -7.19
C -6.54 13.92 -8.15
C -5.46 14.74 -7.40
C -4.54 15.61 -8.26
C -3.82 14.82 -9.25
C -4.70 13.83 -10.03
N -5.85 13.22 -9.30
O -6.75 12.48 -10.09
C -5.19 14.57 -11.34
C -3.80 12.66 -10.63
C -7.52 14.96 -8.69
H -7.12 13.01 -6.13
H -6.55 11.84 -7.24
H -8.11 12.50 -7.54
H -5.85 15.29 -6.55
H -4.87 13.92 -6.99
H -3.88 15.98 -7.47
H -5.06 16.42 -8.77
H -3.00 14.23 -8.85
H -3.35 15.50 -9.96
H -5.62 13.99 -12.16
H -5.98 15.27 -11.07
H -4.39 15.18 -11.77
H -4.42 11.82 -10.95
H -3.19 12.95 -11.48
H -3.19 12.24 -9.83
H -8.02 15.43 -7.84
H -8.31 14.43 -9.22
H -7.15 15.73 -9.37
H -6.60 11.57 -9.80
C -17.37 0.23 -7.83
O -16.73 -1.00 -8.05
C -15.36 -0.95 -7.67
C -14.49 -2.09 -7.98
N -13.66 -1.59 -9.11
C -14.24 -1.44 -10.44
C -13.19 -1.18 -11.50
O -12.86 0.19 -11.66
C -12.32 0.80 -10.59
H -16.90 1.05 -8.37
H -17.42 0.56 -6.80
H -18.25 0.29 -8.47
H -15.38 -0.91 -6.58
H -14.93 0.04 -7.83
H -14.99 -2.97 -8.37
H -13.85 -2.41 -7.15
H -12.90 -2.22 -9.30
H -14.97 -0.63 -10.44
H -14.77 -2.36 -10.70
H -13.74 -1.55 -12.37
H -12.30 -1.74 -11.25
H -12.09 1.85 -10.76
H -11.31 0.42 -10.43
H -12.96 0.71 -9.71
C -13.21 11.54 -13.36
O -13.16 12.05 -12.03
C -12.24 13.09 -12.04
C -10.79 12.58 -11.60
N -9.86 13.64 -11.36
C -8.66 13.47 -12.17
C -8.85 13.63 -13.72
O -7.60 13.51 -14.31
C -7.48 13.63 -15.68
H -13.55 12.22 -14.14
H -13.99 10.79 -13.25
H -12.23 11.19 -13.70
H -12.76 13.69 -11.30
H -12.17 13.55 -13.02
H -10.39 11.88 -12.33
H -10.90 12.01 -10.67
H -9.64 13.74 -10.38
H -8.39 12.42 -12.16
H -7.75 13.97 -11.84
H -9.26 14.62 -13.94
H -9.46 12.86 -14.19
H -7.85 14.58 -16.06
H -8.15 12.91 -16.15
H -6.48 13.54 -16.11
C -6.64 9.46 -11.43
O -6.85 9.66 -10.03
C -6.63 8.60 -9.21
C -7.74 7.57 -9.32
N -7.50 6.09 -9.25
C -7.36 5.68 -7.82
C -7.46 4.11 -7.76
O -8.63 3.69 -8.36
C -8.61 2.39 -8.84
H -6.64 10.43 -11.93
H -7.39 8.86 -11.95
H -5.78 8.87 -11.74
H -6.55 8.97 -8.19
H -5.59 8.29 -9.36
H -8.04 7.69 -10.36
H -8.65 8.05 -8.96
H -8.33 5.69 -9.65
H -8.13 6.04 -7.14
H -6.36 5.88 -7.44
H -7.37 3.85 -6.70
H -6.60 3.79 -8.34
H -9.61 2.02 -9.08
H -8.04 1.73 -8.20
H -8.05 2.37 -9.78
C -2.44 1.95 -1.71
O -2.93 3.16 -2.08
C -4.33 3.15 -1.76
C -5.02 4.53 -1.98
N -5.62 4.59 -3.35
C -4.64 4.55 -4.45
C -3.88 5.87 -4.64
O -3.32 5.90 -5.98
C -2.17 5.08 -6.21
H -2.77 1.09 -2.29
H -2.59 1.71 -0.66
H -1.37 1.87 -1.91
H -4.39 2.99 -0.69
H -4.88 2.29 -2.14
H -4.45 5.44 -1.83
H -5.90 4.61 -1.34
H -6.20 5.42 -3.40
H -5.27 4.36 -5.33
H -3.91 3.77 -4.25
H -3.13 5.95 -3.86
H -4.64 6.64 -4.56
H -1.75 4.44 -5.44
H -1.40 5.59 -6.78
H -2.46 4.31 -6.92

13
Properties=species:S:1:pos:R:3 method="wB97M-V/def2-TZVPD" energy_ev=-7794.1407 multiplicity=1 homo_lumo_gap_ev="7.34 / 7.34"
C -0.51 -1.57 -0.47
N 0.62 -0.33 -0.04
C -0.03 -0.52 1.12
C 0.56 0.83 -0.72
C 0.33 2.08 -0.04
O 0.26 3.18 -0.58
H -0.54 -2.49 0.13
H -0.06 -1.81 -1.43
H -1.50 -1.14 -0.61
H -0.69 0.25 1.54
H 0.29 -1.35 1.75
H 0.95 0.84 -1.73
H 0.31 2.02 1.07

Sequential energy relative to the best compared isomer or geometry (same formula, charge and spin) output: 27.9, 156.6, 126.9 kcal per mole